Record 1
This record from OMol25 describes 4 unconnected molecules or ions with the total composition C2H12N2O3. The level of theory is ωB97M-V/def2-TZVPD.

```
19
C2H12N2O3, DFT ωB97M-V/def2-TZVPD
O -5.14612 1.84867 0.34864
O 0.33378 -3.23038 1.20439
O -2.47736 -0.29278 -6.31908
N 2.65744 1.88276 1.27387
N 1.65056 -0.23858 1.24555
C 1.76115 0.93514 0.79724
C 2.64031 -0.77949 2.15582
H 1.13182 1.23822 -0.03091
H 2.66083 -0.25230 3.13337
H -1.94765 -0.22918 -5.51476
H -5.08287 1.18685 1.05119
H 2.31002 2.81126 1.43817
H 0.68591 -2.34956 1.01998
H 3.13496 1.56206 2.10660
H 3.66619 -0.69847 1.78896
H -4.20954 2.04007 0.20730
H -2.35965 0.54166 -6.78626
H -0.45847 -3.04300 1.72368
H 2.39329 -1.81887 2.37739
```

Values from the calculation:
- highest occupied orbital energy (eV) = -9.54
- SMILES string = C/N=C\N.O.O.O

***

Record 2
This record from OMol25 describes 2 unconnected molecules or ions with the total composition C11H17Cl3N2O. The level of theory is ωB97M-V/def2-TZVPD.

```
34
C11H17Cl3N2O, DFT ωB97M-V/def2-TZVPD
Cl -2.90027 -5.01814 -2.33402
Cl -2.31791 -2.78011 0.17731
Cl 2.57612 2.75338 1.71342
O 2.43711 0.26194 0.00751
N -1.02325 1.77201 -1.46713
N 0.51717 3.15721 -0.16619
C 1.94628 2.78157 -0.04787
C 3.84523 -0.05590 0.26572
C 0.06151 4.10665 0.88144
C -1.89722 0.65719 -1.54742
C -2.81723 -4.48475 0.35220
C 2.35317 1.44495 -0.85449
C -0.39871 1.10052 1.05634
C -2.22058 -5.36807 -0.72522
C -1.35185 -0.15154 1.02988
C -0.36840 1.94111 -0.22934
C -2.08884 -0.27702 -0.34321
H 1.74344 1.26598 -1.79922
H -0.91815 4.60847 0.53485
H -0.07144 3.66236 1.92264
H -2.48555 0.44965 -2.51353
H 0.82660 4.96622 0.99792
H -1.48240 -0.86435 1.90074
H 0.18956 1.35253 2.00701
H 4.29803 -0.50679 -0.69456
H 4.40212 0.90987 0.57460
H -3.90806 -4.52025 0.34258
H -2.44165 -6.41529 -0.50937
H -2.85260 -1.15620 -0.46909
H -2.47442 -4.81582 1.33479
H 3.44099 1.62222 -1.20935
H 2.54550 3.63540 -0.54629
H -1.13679 -5.25418 -0.78308
H 3.97250 -0.78080 1.14044
```

Values from the calculation:
- highest occupied orbital energy (eV) = -8.77
- SMILES string = COC[C@H](Cl)N(C)c1ccccn1.ClCCCl

***

Record 3
This record from OMol25 describes a molecular structure, C4H7Cl2N. The level of theory is ωB97M-V/def2-TZVPD.

```
14
C4H7Cl2N, DFT ωB97M-V/def2-TZVPD
Cl 1.92771 -1.18187 0.81106
Cl -1.42377 -0.95781 0.69544
N 0.89800 -1.45804 -1.60131
C 1.11392 -0.52119 -0.66229
C -1.16885 2.24263 -1.25882
C -0.49978 0.34741 0.04096
C -1.31022 0.97882 -1.00965
H 0.30807 -1.07814 -2.39426
H -0.36736 2.84807 -0.67495
H 0.51631 -2.40617 -1.32140
H -0.19500 0.98653 0.85081
H -1.53509 2.88240 -2.05660
H 1.42002 0.39482 -1.09889
H -1.95632 0.28217 -1.69695
```

Values from the calculation:
- highest occupied orbital energy (eV) = -8.50

***

Record 4
This record from OMol25 describes 6 unconnected molecules or ions with the total composition CH14O5. The level of theory is ωB97M-V/def2-TZVPD.

```
20
CH14O5, DFT ωB97M-V/def2-TZVPD
O -0.57743 1.04257 1.91642
O -0.62337 -2.05871 0.46401
O 1.92374 -1.15747 -0.61245
O -2.79221 -0.41871 -0.80348
O 2.08227 0.63891 1.53275
C -0.19774 1.20610 -1.49541
H 1.71659 0.75485 2.40622
H 2.26854 -0.56819 0.09317
H -1.15991 1.68400 -1.59081
H 0.55284 1.74927 -2.07756
H 0.10391 -1.86589 -0.11627
H 2.59686 -1.06562 -1.28288
H -1.02526 0.30373 1.43509
H -3.15964 -1.17780 -1.29208
H -0.12042 0.22170 -1.96260
H 0.15597 1.03811 -0.48554
H -0.19723 -2.53530 1.18207
H -1.37131 1.56709 2.08858
H -1.98160 -0.81827 -0.46644
H 1.80540 1.45965 1.06720
```

Values from the calculation:
- highest occupied orbital energy (eV) = -11.00
- SMILES string = C.O.O.O.O.O

***

Record 5
This record from OMol25 describes 2 unconnected molecules or ions with the total composition C12H19FN. The level of theory is ωB97M-V/def2-TZVPD.

```
33
C12H19FN, DFT ωB97M-V/def2-TZVPD
F -0.69896 -1.95975 -0.46286
N -1.80262 -0.56505 1.46980
C 0.50850 -1.34642 -0.41159
C 1.10993 1.41715 -3.65961
C -0.69857 1.61946 0.62084
C 1.72399 0.56995 -1.42613
C 0.62872 -0.34277 -1.45445
C -2.34945 -0.48013 2.81824
C 0.05724 0.49095 -3.70805
C 0.27693 0.26832 2.43151
C -0.59560 0.22121 1.26555
C -0.17193 -0.30309 -2.59464
C 1.87770 1.39317 -2.50308
C 1.63216 -2.19114 0.19799
H -0.75966 -1.08640 -2.74930
H -0.36113 1.73341 -0.44376
H -1.71337 -1.48192 1.08615
H -0.62943 0.40892 -4.63028
H 2.50239 -2.30889 -0.44271
H 1.32322 2.00141 -4.46857
H -1.51239 -0.80256 3.58312
H -1.70317 2.12788 0.73940
H -2.57922 -0.19390 0.73119
H 0.51950 -0.71076 2.85838
H 2.13752 -1.72482 1.06670
H 2.68699 2.06577 -2.45676
H -0.20475 0.85296 3.28103
H 1.29795 0.79372 2.12401
H 2.22434 0.81694 -0.54796
H 1.09766 -3.22148 0.38509
H -3.27215 -0.97336 3.11362
H -2.56828 0.59166 2.94325
H 0.01593 2.31957 1.24388
```

Values from the calculation:
- highest occupied orbital energy (alpha / beta) (eV) = -11.62 / -10.98
- total charge = +1

***

Record 6
This record from OMol25 describes 2 unconnected molecules or ions with the total composition C5H8N2. The level of theory is ωB97M-V/def2-TZVPD.

```
15
C5H8N2, DFT ωB97M-V/def2-TZVPD
N -0.35127 0.39266 -0.75421
N -1.67317 -0.00788 -0.51189
C 0.29547 0.76139 0.28841
C 1.41945 1.42870 0.85434
C 0.19791 -2.56117 -2.24151
C 0.02335 1.46494 1.52502
C 0.28925 -2.22805 -1.09623
H 0.36061 -1.75901 -0.18767
H 1.70587 2.39590 0.59337
H 2.01371 0.72243 1.33842
H -1.96125 -0.68348 -1.19114
H -1.87726 -0.08566 0.46960
H -0.05568 0.85433 2.49640
H -0.54478 2.36678 1.57174
H 0.15779 -3.06187 -3.15466
```

Values from the calculation:
- highest occupied orbital energy (eV) = -8.67
- SMILES string = NN=C1CC1.C#C